1.
Entry from OMol25: C20H23N3O3S in the gas phase (wB97M-V/def2-TZVPD).

Atoms and positions in Å:
C: 9.237 0.776 -0.129
C: 8.228 0.081 0.359
C: 6.786 0.453 0.191
O: 6.063 -0.746 -0.030
C: 4.706 -0.778 -0.051
C: 4.171 -2.065 -0.074
C: 2.812 -2.289 -0.105
C: 1.934 -1.209 -0.109
C: 0.506 -1.438 -0.131
N: -0.305 -0.451 -0.135
N: -1.652 -0.605 -0.159
C: -2.423 -1.728 -0.149
O: -2.005 -2.864 -0.144
C: -3.918 -1.411 -0.195
C: -4.759 -2.670 -0.089
S: -4.344 -0.235 1.151
C: -5.611 0.712 0.374
C: -6.304 1.653 1.135
C: -7.292 2.385 0.509
C: -7.553 2.160 -0.838
C: -6.800 1.205 -1.497
N: -5.850 0.497 -0.908
C: 2.460 0.086 -0.093
C: 3.822 0.324 -0.071
O: 4.363 1.584 -0.075
C: 3.499 2.702 -0.090
C: 4.371 3.949 -0.094
H: 10.259 0.484 0.034
H: 9.082 1.674 -0.705
H: 8.391 -0.823 0.928
H: 6.659 1.149 -0.644
H: 6.429 0.942 1.108
H: 4.869 -2.887 -0.067
H: 2.430 -3.298 -0.121
H: 0.188 -2.477 -0.142
H: -2.126 0.290 -0.124
H: -4.154 -0.866 -1.115
H: -5.814 -2.424 -0.180
H: -4.481 -3.357 -0.885
H: -4.583 -3.162 0.864
H: -6.063 1.785 2.177
H: -7.857 3.122 1.062
H: -8.320 2.710 -1.358
H: -6.952 0.985 -2.546
H: 1.754 0.899 -0.104
H: 2.853 2.692 0.798
H: 2.866 2.679 -0.987
H: 5.008 3.956 -0.974
H: 3.744 4.836 -0.101
H: 5.003 3.965 0.790

## Properties
gap between HOMO and LUMO: 8.354 eV
molecular weight: 385.49 g/mol
HOMO level: -0.282 hartree
electronic energy: -1564.0307 Eh
relative energy (zero: lowest compared OMol25 entry of this formula, charge and spin): 4.125 eV
SMILES string: C=CCOc1ccc(/C=N/NC(=O)[C@@H](C)Sc2ccccn2)cc1OCC

=====

2.
Entry from OMol25: a molecular structure, C3H4GdO3 (wB97M-V/def2-TZVPD).

Atoms and positions in Å:
C: 1.397 0.444 -0.953
C: -0.048 0.601 -1.120
O: -0.812 0.389 -0.167
C: -0.651 -1.413 2.051
O: 0.503 -1.447 2.201
O: -1.805 -1.201 2.104
H: 1.843 1.425 -0.730
H: -0.512 0.949 -2.059
H: 1.826 0.075 -1.896
Gd: -3.344 0.414 0.594
H: 1.602 -0.235 -0.026

## Properties
gap between HOMO and LUMO (spin up / spin down): 5.780 / 5.400 eV
molecular weight: 245.31 g/mol
spin multiplicity: 9
HOMO level (spin up / spin down): -0.557 / -0.709 hartree
electronic energy: -1107.3316 Eh
relative energy (zero: lowest compared OMol25 entry of this formula, charge and spin): 1.260 eV
charge: +2

=====

3.
Entry from OMol25: a molecular structure, C2H6N2S (wB97M-V/def2-TZVPD).

Atoms and positions in Å:
C: -0.788 0.561 -0.780
C: 0.977 0.838 -0.104
N: 0.064 -0.290 0.008
N: -0.333 -0.640 1.339
S: 2.214 0.867 -1.204
H: -1.593 1.140 -0.411
H: -0.822 0.172 -1.782
H: 0.712 1.656 0.585
H: 0.187 -0.054 1.952
H: 0.077 -1.578 1.529
H: 2.891 -0.414 -0.917

## Properties
gap between HOMO and LUMO: 8.956 eV
molecular weight: 90.15 g/mol
HOMO level: -0.300 hartree
electronic energy: -587.3513 Eh
relative energy (zero: lowest compared OMol25 entry of this formula, charge and spin): 4.156 eV

=====

4.
Entry from OMol25: a gas-phase ion, C4H10NS (charge +1) (wB97M-V/def2-TZVPD).

Atoms and positions in Å:
C: -0.910 -1.000 -0.797
C: -0.011 -0.066 0.008
C: -0.551 0.281 1.332
N: 0.237 1.164 -0.775
C: 1.458 -0.772 0.217
S: 2.916 -0.277 -0.271
H: -1.457 -1.536 -0.157
H: -0.171 -1.614 -1.495
H: -1.502 -0.439 -1.504
H: -1.512 0.791 1.256
H: -0.713 -0.500 2.017
H: 0.071 1.080 1.963
H: -0.272 1.859 -0.174
H: -0.208 1.254 -1.662
H: 1.279 1.196 -1.051
H: 1.345 -1.423 1.094

## Properties
gap between HOMO and LUMO: 8.882 eV
molecular weight: 104.20 g/mol
HOMO level: -0.502 hartree
electronic energy: -611.0335 Eh
relative energy (zero: lowest compared OMol25 entry of this formula, charge and spin): 1.898 eV
charge: +1
SMILES string: CC(C)([NH3+])C=S